This record from OMol25 describes C54H148ClN13O14Pd as an isolated structure in a non-equilibrium geometry. The level of theory is ωB97M-V/def2-TZVPD.

```
! wB97M-V def2-TZVPD RIJCOSX def2/J DEFGRID3
* xyz 0 3
C 23.594 -9.533 -1.832
N 20.173 -20.823 0.924
C 21.009 -21.257 2.025
C 20.203 -16.982 0.644
H 19.198 -17.390 0.536
H 23.671 -18.725 3.853
H 30.300 -16.849 2.062
O 20.071 -13.116 1.188
H 24.356 -10.039 1.793
H 21.448 -16.485 -2.711
O 21.483 -8.359 -2.368
H 24.940 -8.230 -1.582
H 20.318 -23.373 1.856
C 18.196 -17.067 8.379
C 26.289 -12.276 0.819
H 14.249 -8.911 0.977
H 23.276 -8.689 1.400
H 26.016 -15.593 0.560
C 18.940 -11.210 -2.949
C 20.961 -20.068 3.109
H 30.244 -14.732 4.995
C 18.888 -11.436 -1.496
H 20.027 -6.993 -2.997
H 22.820 -15.574 -5.930
H 18.681 -13.319 -1.631
H 21.485 -10.231 4.948
H 17.108 -10.852 6.059
C 18.291 -10.187 -0.656
H 13.837 -13.792 4.779
C 17.676 -11.224 4.064
H 21.066 -11.016 6.403
H 16.268 -12.237 5.490
H 20.736 -15.046 -0.957
C 22.932 -19.867 -1.131
H 27.133 -21.293 1.927
N 21.726 -16.471 5.385
C 27.599 -11.461 0.751
N 18.046 -15.206 3.908
H 26.223 -8.548 1.135
H 15.149 -12.701 1.116
C 13.974 -11.404 2.475
C 28.538 -11.506 1.905
H 21.468 -13.871 5.871
H 26.978 -13.131 3.719
H 15.847 -10.565 4.904
H 15.832 -16.944 3.795
O 25.082 -8.991 4.793
H 17.289 -12.635 -1.791
H 29.520 -11.090 1.680
C 25.473 -21.775 0.549
O 25.122 -19.673 2.655
H 16.437 -12.540 3.633
H 25.939 -10.639 5.767
O 21.025 -17.856 -0.056
H 20.821 -15.779 -4.221
H 20.317 -9.546 0.841
H 19.412 -9.644 2.342
H 25.440 -18.540 4.295
H 22.364 -14.610 0.916
N 24.620 -18.233 -0.762
H 19.276 -12.111 -3.463
H 23.372 -14.287 -4.673
H 24.039 -11.747 -1.410
H 26.142 -14.434 -0.696
C 25.792 -14.551 0.329
Cl 16.602 -15.023 0.842
C 16.606 -17.203 4.518
H 18.697 -15.223 6.590
H 23.120 -23.855 4.189
N 27.299 -10.053 0.524
H 25.568 -12.177 0.008
H 25.718 -11.967 1.695
N 24.809 -9.190 -1.296
C 21.594 -15.703 -3.456
H 22.819 -11.059 -0.381
O 21.317 -23.102 3.622
H 17.243 -10.054 -0.925
H 15.068 -9.693 -0.350
H 18.635 -9.181 -0.895
O 19.392 -10.367 5.516
C 17.256 -15.885 5.007
H 22.345 -11.478 -1.908
H 21.738 -12.122 1.060
H 26.828 -10.025 -0.369
C 25.872 -8.751 3.636
H 17.425 -15.329 3.121
H 22.658 -18.319 0.994
H 24.897 -9.179 -0.290
C 16.640 -11.266 5.165
H 19.899 -11.356 3.851
H 25.163 -18.500 -1.571
H 27.241 -16.279 4.485
H 21.255 -19.097 2.711
N 30.487 -15.188 4.127
C 22.527 -23.787 3.277
H 19.307 -20.617 1.401
C 19.114 -11.431 4.604
H 30.809 -14.342 3.679
H 24.774 -17.704 2.950
C 23.353 -15.323 -5.013
H 25.562 -21.240 4.055
C 23.206 -11.044 -1.400
C 23.852 -9.160 2.197
H 22.760 -16.656 0.318
O 18.415 -10.417 0.733
C 22.420 -17.677 0.146
H 21.345 -16.845 6.242
H 16.445 -15.271 5.400
C 29.421 -16.904 2.704
C 24.885 -8.157 2.592
C 29.181 -15.581 3.585
H 18.761 -17.979 8.188
H 17.702 -10.221 3.638
H 18.014 -10.732 -3.270
H 23.099 -15.365 -1.239
C 28.121 -15.704 4.776
H 22.907 -17.839 -1.914
H 21.579 -20.252 3.988
C 21.700 -14.401 -2.582
H 21.961 -21.294 1.496
C 13.428 -12.962 4.203
O 21.766 -16.020 8.038
N 17.323 -12.307 3.207
H 21.921 -20.155 -1.420
C 25.046 -10.357 5.209
H 15.794 -10.389 1.853
H 19.053 -8.401 1.103
Pd 17.821 -12.665 0.945
H 24.386 -7.285 3.015
H 17.320 -17.797 3.947
H 15.098 -12.155 -0.237
H 21.332 -12.343 2.660
N 15.615 -11.962 0.609
H 26.527 -7.915 3.881
C 26.608 -13.842 4.458
H 23.247 -13.957 2.135
H 12.569 -13.332 3.644
H 16.133 -17.812 5.288
H 22.635 -13.956 4.468
H 22.359 -24.773 2.843
H 29.469 -17.693 3.454
N 18.110 -12.604 -1.203
H 17.503 -17.311 9.184
C 20.617 -7.269 -2.124
C 22.529 -8.446 -1.431
H 28.501 -16.260 5.633
H 20.493 -19.893 0.691
H 13.488 -10.308 -0.005
H 23.210 -13.480 5.971
H 26.204 -7.000 1.532
H 18.793 -15.880 3.810
H 17.796 -13.157 3.482
C 19.322 -9.444 1.275
H 24.331 -15.653 -5.363
C 18.168 -16.118 6.263
C 14.366 -9.866 0.466
H 23.646 -20.322 -1.817
H 13.022 -11.783 2.104
H 21.048 -15.733 5.251
H 22.891 -7.425 -1.314
O 26.733 -13.671 0.946
H 28.047 -10.996 2.734
H 18.966 -16.848 6.124
C 23.014 -14.413 -1.762
C 20.534 -22.583 2.576
H 23.583 -14.951 7.944
H 13.077 -12.233 4.934
H 24.722 -14.361 0.415
H 23.070 -20.388 -0.184
H 20.564 -13.487 -1.073
H 25.066 -20.777 0.388
H 20.002 -7.579 -1.280
H 25.762 -13.458 5.028
C 23.202 -18.373 -1.011
H 23.756 -9.477 -2.909
H 25.088 -11.089 4.402
H 24.627 -22.446 0.696
H 18.977 -16.350 8.636
H 21.704 -14.822 2.631
C 21.352 -12.897 1.722
H 19.591 -22.317 3.053
H 23.091 -23.178 2.571
C 14.961 -10.925 1.399
H 19.251 -12.361 5.156
H 28.104 -9.459 0.383
H 19.990 -19.943 3.589
O 22.850 -16.145 -3.991
H 23.936 -14.317 -2.335
H 23.176 -9.374 3.024
H 28.548 -17.149 2.099
H 20.961 -9.252 6.383
C 26.152 -21.769 1.945
H 23.762 -16.539 7.479
H 26.992 -23.017 3.214
N 26.651 -23.071 2.265
C 25.297 -21.060 3.014
C 24.699 -18.640 3.502
C 21.819 -16.312 9.427
C 20.800 -10.153 5.792
H 23.784 -15.767 5.486
C 22.206 -14.182 1.905
O 14.500 -12.457 3.293
H 21.706 -13.608 -3.330
H 22.996 -13.598 -1.037
N 25.600 -7.796 1.390
C 22.786 -15.603 5.893
H 26.149 -22.144 -0.223
H 19.898 -11.577 -1.111
H 26.397 -9.575 3.153
H 28.154 -11.804 -0.122
H 20.164 -16.089 0.020
N 20.610 -14.318 -1.646
C 23.014 -15.747 7.463
H 28.807 -12.536 2.138
H 24.851 -18.848 0.005
H 24.350 -21.600 2.972
C 22.467 -14.143 5.529
H 19.679 -10.448 -3.197
H 20.467 -16.711 1.666
H 13.856 -10.577 3.175
H 21.697 -15.376 9.972
H 21.981 -8.711 -0.526
H 22.713 -16.767 9.852
O 27.648 -14.412 5.230
H 28.882 -14.739 2.961
H 21.001 -16.963 9.736
H 27.455 -23.308 1.703
H 24.226 -10.466 5.919
O 17.429 -16.543 7.329
H 26.040 -14.528 3.829
H 21.058 -6.323 -1.810
*
```

Results
Highest occupied orbital energy (alpha / beta)   -7.3 / -7.2 eV
Orbital gap (alpha / beta)   7.7 / 7.2 eV
⟨S²⟩   2.00